[1]
ORCA calculation (ωB97M-V/def2-TZVPD) on C10H18O2 in the gas phase.

The geometry in ORCA input format:
```
! RIJCOSX wB97M-V def2-TZVPD def2/J DEFGRID3
* xyz 0 1
O 0.592 0.081 -1.276
O 0.454 1.025 0.808
C 1.371 2.313 -1.098
C -0.260 -2.140 -0.908
C 1.988 -1.421 -0.048
C 0.355 -0.672 2.325
C -2.160 0.650 -0.363
C -1.164 1.765 -0.829
C -1.652 -0.157 0.876
C 0.272 1.317 -0.577
C 0.531 -0.978 -0.304
C -0.100 -0.253 0.935
H 1.446 2.303 -2.181
H 1.130 3.330 -0.759
H 2.343 2.057 -0.685
H -0.180 -2.994 -0.278
H 0.123 -2.411 -1.933
H -1.327 -1.960 -1.003
H 2.013 -2.249 0.671
H 2.488 -1.758 -0.947
H 2.595 -0.594 0.357
H 1.430 -0.701 2.448
H 0.012 0.057 3.052
H -0.093 -1.643 2.582
H -3.104 1.151 -0.177
H -2.347 0.001 -1.187
H -1.311 2.008 -1.871
H -1.288 2.694 -0.234
H -2.035 0.323 1.789
H -2.122 -1.145 0.812
*
```

HOMO-LUMO gap = 10.36 eV
electronic energy = -14757.273 eV
SMILES = CC1(C)O[C@@]2(C)CCC[C@]1(C)O2

[2]
ORCA calculation (ωB97M-V/def2-TZVPD) on a gas-phase ion, C7H15N2S (charge +1).

The geometry in ORCA input format:
```
! RIJCOSX wB97M-V def2-TZVPD def2/J DEFGRID3
* xyz 1 1
C -1.704 1.756 -1.408
C -1.157 -0.978 0.972
C -2.659 -1.292 0.752
C 1.382 1.465 1.497
C 0.943 -1.188 -1.478
C 1.645 0.281 0.471
C 0.621 0.029 -0.571
N -0.811 0.036 -0.064
N -1.801 0.663 -0.628
S -3.351 0.185 -0.135
H -2.635 2.192 -1.817
H -0.751 2.231 -1.483
H -0.938 -0.452 1.969
H -0.667 -1.963 0.738
H -2.661 -2.176 0.015
H -3.142 -1.536 1.791
H 0.749 1.250 2.289
H 2.363 1.927 1.835
H 0.786 2.253 0.958
H 0.548 -2.196 -1.149
H 0.342 -0.999 -2.373
H 1.910 -1.231 -1.867
H 2.544 0.637 -0.021
H 1.920 -0.530 1.085
H 0.734 0.835 -1.204
*
```

HOMO-LUMO gap (alpha / beta) = 9.14 / 9.14 eV
electronic energy = -21307.911 eV
SMILES = C=[N+]1SCCN1[C@H](C)CC

[3]
ORCA calculation (ωB97M-V/def2-TZVPD) on a molecular structure, C43H39BiClN5O2Si.

The geometry in ORCA input format:
```
! RIJCOSX wB97M-V def2-TZVPD def2/J DEFGRID3
* xyz 0 1
Bi 0.140 -0.178 0.068
Cl 7.106 0.709 3.011
C 5.488 0.273 2.566
C 5.115 -1.072 2.578
C 3.845 -1.415 2.203
C 2.872 -0.460 1.813
O 1.703 -0.924 1.515
C 3.250 0.914 1.863
C 2.360 2.018 1.667
N 1.166 1.945 1.215
C 0.351 3.019 0.961
C 0.822 4.265 0.585
C -0.051 5.296 0.229
C -1.407 5.094 0.197
C -1.941 3.838 0.554
C -3.321 3.540 0.505
C -3.765 2.303 0.893
C -2.818 1.369 1.337
N -1.533 1.601 1.364
C -1.063 2.798 0.969
C 4.570 1.236 2.236
H 5.832 -1.822 2.874
H 3.527 -2.446 2.224
H 2.769 2.984 1.994
H 1.888 4.442 0.547
H 0.361 6.259 -0.039
H -2.081 5.886 -0.103
H -4.007 4.300 0.152
H -4.813 2.046 0.862
H -3.118 0.385 1.671
H 4.868 2.273 2.251
C -0.363 -1.050 3.384
Si -0.827 -2.497 2.238
C 0.342 -4.007 2.424
C -2.591 -2.884 2.893
N -0.897 -2.100 0.553
C -1.677 -2.766 -0.342
C -2.210 -4.045 -0.117
C -3.074 -4.641 -1.014
C -3.433 -3.998 -2.185
C -2.847 -2.781 -2.485
C -1.975 -2.188 -1.594
O -1.243 -1.059 -1.956
C -1.788 -0.196 -2.875
C -2.969 0.482 -2.608
C -3.452 1.392 -3.529
C -2.772 1.605 -4.717
C -1.600 0.916 -4.985
C -1.105 0.010 -4.066
H -1.000 -1.055 4.264
H -0.469 -0.090 2.891
H 0.660 -1.125 3.725
H 0.867 -4.001 3.374
H 1.083 -4.016 1.629
H -0.206 -4.944 2.363
H -2.523 -3.555 3.742
H -3.248 -3.340 2.161
H -3.065 -1.970 3.240
H -1.917 -4.578 0.771
H -3.459 -5.627 -0.804
H -4.125 -4.447 -2.880
H -3.051 -2.294 -3.428
H -3.501 0.284 -1.688
H -4.366 1.928 -3.323
H -3.154 2.316 -5.434
H -1.078 1.068 -5.917
H -0.200 -0.549 -4.246
C 2.491 -2.259 -0.934
N 1.759 -1.058 -1.273
C 2.167 -0.292 -2.244
C 1.564 0.917 -2.571
C 1.924 1.858 -3.563
C 1.040 2.907 -3.441
C 0.172 2.566 -2.389
N 0.478 1.386 -1.872
C 2.291 -3.393 -1.911
C 3.368 -4.023 -2.518
C 3.162 -5.094 -3.372
C 1.878 -5.539 -3.636
C 0.799 -4.909 -3.038
C 1.006 -3.848 -2.177
H 2.123 -2.568 0.047
H 3.563 -2.032 -0.848
H 3.038 -0.598 -2.822
H 2.729 1.752 -4.264
H 1.007 3.807 -4.023
H -0.655 3.141 -2.015
H 4.376 -3.687 -2.314
H 4.010 -5.580 -3.831
H 1.723 -6.374 -4.304
H -0.208 -5.247 -3.232
H 0.171 -3.370 -1.694
*
```

HOMO-LUMO gap = 6.68 eV
electronic energy = -83011.360 eV

[4]
ORCA calculation (ωB97M-V/def2-TZVPD) on 6 unconnected molecules or ions with the total composition C40H41F5N3O2.

The geometry in ORCA input format:
```
! RIJCOSX wB97M-V def2-TZVPD def2/J DEFGRID3
* xyz 1 1
C -2.890 -2.279 1.832
C -2.107 -1.479 2.336
N -1.032 -0.646 2.883
C -1.183 0.732 2.302
C 0.009 0.995 1.253
C -0.696 1.251 -0.146
C 0.229 1.001 -1.407
O -0.197 0.649 -2.497
N 0.767 -0.267 1.483
C 0.193 -1.248 2.321
N 0.673 -2.446 2.541
C 1.935 -3.009 1.988
C 2.041 -2.984 0.405
C 1.158 -4.082 -0.337
O 0.125 -4.659 0.482
H -3.322 -3.001 1.080
H -1.173 1.542 3.093
H -2.216 0.668 1.825
H 0.732 1.831 1.478
H -1.675 0.696 -0.287
H -0.966 2.368 -0.177
H 1.350 1.216 -1.271
H 1.786 -0.237 1.404
H 0.126 -3.059 3.163
H 2.022 -4.098 2.315
H 2.831 -2.470 2.450
H 3.131 -3.225 0.155
H 1.833 -1.984 -0.074
H 0.731 -3.578 -1.273
H 1.859 -4.892 -0.742
H -0.327 -5.315 -0.094
F -4.994 -4.874 2.881
C -5.097 -4.794 4.222
C -3.982 -5.041 5.004
C -4.085 -4.954 6.387
C -5.305 -4.630 6.972
C -6.420 -4.389 6.177
C -6.315 -4.466 4.793
H -3.042 -5.300 4.531
H -3.217 -5.138 7.009
H -5.386 -4.567 8.052
H -7.371 -4.141 6.634
H -7.171 -4.273 4.158
F -0.245 3.857 0.510
C 0.801 4.717 0.487
C 1.669 4.698 -0.591
C 2.741 5.583 -0.618
C 2.936 6.467 0.437
C 2.059 6.473 1.517
C 0.981 5.595 1.540
H 1.505 3.996 -1.401
H 3.423 5.582 -1.461
H 3.775 7.154 0.417
H 2.215 7.160 2.341
H 0.283 5.591 2.368
F 4.973 2.938 -6.199
C 3.777 2.481 -5.789
C 2.624 2.959 -6.388
C 1.389 2.482 -5.965
C 1.322 1.540 -4.943
C 2.487 1.071 -4.347
C 3.723 1.539 -4.776
H 2.696 3.699 -7.176
H 0.479 2.844 -6.431
H 0.359 1.172 -4.611
H 2.432 0.339 -3.548
H 4.642 1.179 -4.330
F -9.341 -0.462 0.289
C -8.788 -1.667 0.498
C -9.321 -2.778 -0.133
C -8.745 -4.025 0.080
C -7.650 -4.147 0.930
C -7.127 -3.024 1.562
C -7.696 -1.775 1.341
H -10.179 -2.664 -0.785
H -9.150 -4.900 -0.415
H -7.204 -5.121 1.100
H -6.278 -3.121 2.227
H -7.296 -0.888 1.818
F 6.133 3.777 -2.530
C 7.330 3.640 -3.133
C 7.386 3.536 -4.512
C 8.622 3.400 -5.134
C 9.784 3.359 -4.369
C 9.712 3.460 -2.984
C 8.478 3.607 -2.362
H 6.470 3.562 -5.091
H 8.680 3.325 -6.214
H 10.747 3.248 -4.855
H 10.618 3.423 -2.389
H 8.404 3.695 -1.284
*
```

HOMO-LUMO gap = 7.78 eV
electronic energy = -64286.780 eV